Run 1
# C36H96O36S12

12 unconnected molecules or ions with the total composition C36H96O36S12 (ωB97M-V/def2-TZVPD, the OMol25 dataset).

SMILES: CCOS(C)(=O)=O.CCOS(C)(=O)=O.CCOS(C)(=O)=O.CCOS(C)(=O)=O.CCOS(C)(=O)=O.CCOS(C)(=O)=O.CCOS(C)(=O)=O.CCOS(C)(=O)=O.CCOS(C)(=O)=O.CCOS(C)(=O)=O.CCOS(C)(=O)=O.CCOS(C)(=O)=O
Charge: 0
Frontier orbital gap, hartree: 0.3895
HOMO level, Ha: -0.3890

Last column: Mulliken charge in e.
Geometry (Å):
O: 11.303 -0.885 -4.553  -0.5671
S: 10.708 0.384 -4.217  1.1204
O: 11.184 1.596 -4.790  -0.5920
O: 9.039 0.236 -4.525  -0.2982
C: 8.310 1.353 -5.078  -0.1897
C: 7.027 0.854 -5.740  -1.1402
C: 10.793 0.380 -2.292  -0.8682
H: 8.962 1.929 -5.734  0.3661
H: 7.850 2.034 -4.362  0.2372
H: 6.482 0.327 -4.957  0.2827
H: 7.158 0.324 -6.684  0.3292
H: 6.481 1.757 -6.013  0.3673
H: 10.196 1.207 -1.906  0.3143
H: 11.773 0.632 -1.889  0.3487
H: 10.398 -0.537 -1.856  0.2890
O: -7.650 7.233 0.212  -0.5784
S: -6.433 7.905 0.558  1.1382
O: -5.429 8.111 -0.447  -0.5962
O: -6.651 9.429 1.261  -0.3558
C: -7.840 9.683 2.043  -0.2167
C: -7.657 9.935 3.557  -1.0144
C: -5.670 7.155 1.991  -0.8526
H: -8.590 8.901 1.929  0.3357
H: -8.106 10.683 1.702  0.2595
H: -7.067 10.843 3.684  0.2940
H: -6.990 9.194 3.998  0.2852
H: -8.587 10.045 4.116  0.3363
H: -5.130 7.903 2.572  0.2870
H: -5.096 6.311 1.609  0.3705
H: -6.537 6.796 2.544  0.3075
O: 1.410 -5.801 -10.494  -0.5768
S: 0.119 -5.469 -9.884  1.0534
O: -0.197 -5.790 -8.453  -0.5780
O: -0.121 -3.794 -10.025  -0.3113
C: -0.690 -3.187 -8.861  -0.1658
C: -1.006 -1.669 -9.344  -1.1808
C: -1.253 -6.093 -10.941  -0.8232
H: -0.052 -3.295 -7.983  0.3547
H: -1.687 -3.607 -8.730  0.2887
H: -1.501 -1.031 -8.612  0.3495
H: -1.592 -1.494 -10.247  0.3252
H: -0.034 -1.318 -9.691  0.3108
H: -1.238 -5.622 -11.923  0.3190
H: -2.160 -5.925 -10.360  0.2966
H: -1.081 -7.165 -11.035  0.3381
O: 1.180 -0.046 -1.284  -0.5947
S: 0.041 0.183 -0.422  1.0814
O: -0.547 1.488 -0.327  -0.5706
O: -1.044 -0.974 -0.844  -0.2781
C: -2.431 -0.581 -0.874  -0.3258
C: -2.826 0.123 -2.275  -1.0672
C: 0.425 -0.127 1.379  -0.8609
H: -2.659 0.329 -0.317  0.2751
H: -3.097 -1.442 -0.812  0.4020
H: -2.710 -0.557 -3.119  0.3012
H: -2.230 1.019 -2.445  0.3103
H: -3.884 0.347 -2.416  0.3774
H: 1.116 0.614 1.780  0.3367
H: 0.735 -1.157 1.555  0.3245
H: -0.547 0.019 1.852  0.2882
O: -4.845 -6.700 -1.424  -0.5774
S: -4.314 -7.204 -2.687  1.0786
O: -3.811 -6.362 -3.764  -0.5659
O: -3.105 -8.317 -2.325  -0.3321
C: -1.836 -8.360 -2.880  -0.2366
C: -0.911 -7.186 -2.459  -1.0634
C: -5.546 -8.315 -3.542  -0.8711
H: -2.033 -8.419 -3.951  0.3195
H: -1.559 -9.335 -2.478  0.2858
H: -0.999 -6.225 -2.965  0.3278
H: 0.090 -7.400 -2.835  0.3805
H: -0.792 -7.151 -1.376  0.2940
H: -5.100 -8.859 -4.375  0.2968
H: -6.349 -7.676 -3.911  0.3366
H: -5.917 -8.980 -2.762  0.3269
O: 10.308 -5.279 -0.289  -0.5946
S: 9.286 -6.061 -1.055  1.1430
O: 8.854 -7.390 -0.595  -0.6169
O: 7.983 -5.023 -1.260  -0.2752
C: 7.064 -4.734 -0.197  -0.2622
C: 7.604 -3.696 0.758  -0.9450
C: 9.803 -6.294 -2.763  -0.8981
H: 6.775 -5.630 0.352  0.3115
H: 6.258 -4.264 -0.760  0.2502
H: 8.378 -4.197 1.339  0.2963
H: 6.797 -3.377 1.417  0.3701
H: 8.037 -2.798 0.316  0.2219
H: 10.116 -5.359 -3.228  0.3220
H: 9.073 -6.879 -3.323  0.3234
H: 10.616 -6.983 -2.535  0.3543
O: -9.568 -1.905 4.908  -0.5846
S: -10.817 -2.528 4.446  1.1613
O: -12.206 -2.257 5.066  -0.5967
O: -10.966 -2.321 2.803  -0.3019
C: -9.764 -2.365 2.075  -0.2798
C: -9.618 -0.983 1.500  -1.2139
C: -10.502 -4.320 4.385  -0.9243
H: -9.895 -3.016 1.211  0.3342
H: -8.840 -2.672 2.565  0.4025
H: -9.625 -0.156 2.210  0.3239
H: -10.504 -0.712 0.926  0.3169
H: -8.630 -0.846 1.061  0.3521
H: -9.501 -4.571 4.736  0.3331
H: -10.667 -4.817 3.429  0.3042
H: -11.194 -4.892 5.002  0.3731
O: 10.399 6.073 4.988  -0.6143
S: 10.445 4.627 4.825  1.1555
O: 10.508 4.001 3.496  -0.5843
O: 11.730 4.059 5.790  -0.3389
C: 12.701 4.940 6.264  -0.3351
C: 13.798 4.997 5.135  -0.9257
C: 9.080 3.832 5.624  -0.8863
H: 13.157 4.504 7.152  0.2942
H: 12.182 5.871 6.492  0.3327
H: 14.054 4.016 4.734  0.2757
H: 14.636 5.508 5.608  0.3667
H: 13.383 5.693 4.406  0.2667
H: 9.490 2.917 6.050  0.3286
H: 8.237 3.567 4.987  0.3423
H: 8.908 4.351 6.567  0.3223
O: 1.070 2.494 8.185  -0.5893
S: 2.562 2.606 8.396  1.0731
O: 3.366 1.537 7.704  -0.5871
O: 3.228 4.092 7.918  -0.2509
C: 2.402 5.156 8.084  -0.2962
C: 2.500 6.048 6.867  -1.1548
C: 3.069 2.660 10.132  -0.8346
H: 2.501 5.792 8.964  0.3526
H: 1.334 4.954 8.170  0.3971
H: 3.527 6.122 6.508  0.3170
H: 2.074 6.982 7.233  0.3339
H: 1.807 5.641 6.131  0.2651
H: 2.841 1.776 10.727  0.3662
H: 2.684 3.588 10.555  0.2983
H: 4.156 2.696 10.055  0.3094
O: -9.771 -4.205 -13.025  -0.5944
S: -9.259 -4.505 -11.663  1.0934
O: -7.835 -4.765 -11.414  -0.5711
O: -9.753 -3.236 -10.638  -0.3565
C: -8.827 -2.689 -9.713  -0.2418
C: -8.644 -3.609 -8.515  -1.0998
C: -10.326 -5.817 -11.092  -0.8354
H: -9.218 -1.738 -9.352  0.3229
H: -7.951 -2.478 -10.328  0.3142
H: -9.527 -3.947 -7.973  0.3069
H: -8.230 -2.995 -7.716  0.3961
H: -7.911 -4.404 -8.650  0.3192
H: -9.988 -6.788 -11.453  0.3352
H: -11.355 -5.615 -11.390  0.3207
H: -10.311 -5.855 -10.002  0.2902
O: -0.941 -3.430 13.410  -0.5967
S: -2.063 -2.553 13.051  1.1479
O: -2.104 -1.183 13.601  -0.6081
O: -2.115 -2.502 11.371  -0.3355
C: -3.069 -1.577 10.723  -0.1106
C: -3.450 -1.965 9.335  -1.1520
C: -3.633 -3.379 13.488  -0.7998
H: -2.735 -0.539 10.741  0.3114
H: -4.014 -1.467 11.254  0.2966
H: -3.106 -1.334 8.515  0.2972
H: -4.526 -1.991 9.163  0.3093
H: -3.110 -2.960 9.047  0.3154
H: -3.409 -4.445 13.443  0.3054
H: -4.316 -3.053 12.703  0.2902
H: -3.913 -3.174 14.521  0.3295
O: 2.775 10.943 -1.478  -0.5978
S: 2.901 9.724 -2.297  1.1193
O: 3.865 9.643 -3.358  -0.5845
O: 3.158 8.398 -1.373  -0.2767
C: 2.965 7.108 -1.944  -0.1479
C: 3.801 6.174 -1.002  -1.3335
C: 1.239 9.284 -3.101  -0.9064
H: 3.442 7.022 -2.920  0.3259
H: 1.965 6.722 -2.143  0.3443
H: 3.435 6.057 0.018  0.3173
H: 4.849 6.398 -0.802  0.3535
H: 3.911 5.172 -1.417  0.3872
H: 0.721 10.216 -3.330  0.3488
H: 0.632 8.650 -2.455  0.3021
H: 1.626 8.702 -3.937  0.3487

Run 2
# C36H96O36S12

12 unconnected molecules or ions with the total composition C36H96O36S12 (ωB97M-V/def2-TZVPD, the OMol25 dataset).

SMILES: CCOS(C)(=O)=O.CCOS(C)(=O)=O.CCOS(C)(=O)=O.CCOS(C)(=O)=O.CCOS(C)(=O)=O.CCOS(C)(=O)=O.CCOS(C)(=O)=O.CCOS(C)(=O)=O.CCOS(C)(=O)=O.CCOS(C)(=O)=O.CCOS(C)(=O)=O.CCOS(C)(=O)=O
Charge: 0
Frontier orbital gap, hartree: 0.3841
HOMO level, Ha: -0.3939

Last column: Mulliken charge in e.
Geometry (Å):
O: 24.725 -13.033 27.514  -0.6518
S: 25.924 -12.363 27.167  1.3389
O: 26.606 -11.540 28.108  -0.6982
O: 26.917 -13.477 26.653  -0.1680
C: 28.298 -13.093 26.419  -0.0553
C: 29.083 -14.380 26.295  -1.0740
C: 25.666 -11.500 25.682  -0.6447
H: 28.622 -12.530 27.294  0.5330
H: 28.415 -12.456 25.541  -0.0168
H: 28.844 -15.044 27.124  0.5037
H: 30.149 -14.189 26.192  0.3616
H: 28.742 -14.900 25.393  -0.0151
H: 26.607 -11.176 25.246  0.0085
H: 25.066 -10.607 25.868  0.5967
H: 25.116 -12.136 24.993  -0.0127
O: 31.522 -8.940 21.701  -0.5654
S: 32.154 -9.283 20.478  1.2995
O: 33.261 -8.529 20.005  -0.6698
O: 32.571 -10.806 20.618  -0.1219
C: 33.497 -11.347 19.649  -0.4811
C: 33.371 -12.854 19.647  -0.9184
C: 30.942 -9.415 19.215  -0.7208
H: 34.513 -11.072 19.934  0.2534
H: 33.300 -10.955 18.650  0.5636
H: 33.713 -13.248 20.610  0.2769
H: 34.079 -13.249 18.916  0.5470
H: 32.358 -13.195 19.459  -0.0889
H: 30.459 -8.453 19.080  0.5681
H: 30.230 -10.177 19.517  -0.2548
H: 31.464 -9.759 18.326  0.4309
O: 35.169 -11.030 26.032  -0.6887
S: 34.307 -10.673 24.965  1.3038
O: 32.934 -10.369 25.230  -0.6117
O: 34.965 -9.425 24.245  -0.4176
C: 34.148 -8.731 23.269  0.5695
C: 34.787 -7.370 23.077  -1.4283
C: 34.376 -11.898 23.704  -0.2382
H: 33.123 -8.607 23.599  0.3545
H: 34.186 -9.303 22.343  -0.2576
H: 35.861 -7.383 23.263  0.3747
H: 34.401 -6.660 23.813  0.3488
H: 34.601 -6.942 22.093  0.3257
H: 33.888 -12.787 24.103  0.1523
H: 35.424 -12.095 23.490  0.3997
H: 33.841 -11.528 22.832  -0.2713
O: 22.843 -16.890 25.840  -0.6288
S: 24.116 -17.505 25.963  1.1730
O: 24.272 -18.890 25.770  -0.6457
O: 25.115 -16.804 24.942  -0.2067
C: 24.869 -15.418 24.667  -0.4298
C: 24.194 -15.242 23.325  -0.0724
C: 24.828 -17.005 27.505  -0.8788
H: 25.854 -14.941 24.622  -0.0489
H: 24.356 -14.889 25.470  0.3960
H: 24.121 -14.213 22.983  -0.4590
H: 23.174 -15.636 23.407  0.5795
H: 24.688 -15.876 22.583  0.1744
H: 24.437 -17.683 28.262  0.4142
H: 24.469 -16.001 27.723  0.2897
H: 25.909 -17.051 27.442  0.2603
O: 28.062 -14.802 22.127  -0.4635
S: 27.507 -13.486 22.063  0.5308
O: 27.029 -12.841 23.245  0.2882
O: 28.551 -12.545 21.373  -0.5186
C: 29.954 -12.973 21.323  0.9327
C: 30.660 -12.533 22.572  0.0568
C: 26.290 -13.414 20.815  -0.4697
H: 30.304 -12.407 20.459  -0.8556
H: 30.032 -14.036 21.109  0.3586
H: 31.683 -12.904 22.597  -0.1441
H: 30.185 -12.955 23.461  -0.0847
H: 30.682 -11.445 22.596  0.0482
H: 26.720 -13.654 19.851  -0.0699
H: 25.911 -12.394 20.838  -0.2805
H: 25.534 -14.151 21.074  0.4436
O: 30.822 -12.146 17.568  -0.4524
S: 29.701 -12.557 16.788  1.0824
O: 29.594 -12.102 15.443  -0.7351
O: 29.790 -14.128 16.824  -0.1982
C: 28.913 -14.845 15.924  -0.2591
C: 28.624 -16.188 16.522  -1.0530
C: 28.179 -12.224 17.629  0.3119
H: 29.402 -14.925 14.953  0.3082
H: 27.978 -14.306 15.753  0.3325
H: 27.856 -16.143 17.299  0.0384
H: 29.493 -16.682 16.949  0.3610
H: 28.219 -16.873 15.772  0.4132
H: 28.433 -11.987 18.661  -0.3043
H: 27.496 -13.064 17.534  -0.2803
H: 27.741 -11.356 17.141  0.3894
O: 23.257 -8.994 16.715  -0.7077
S: 24.206 -9.577 17.602  1.1200
O: 25.282 -10.371 17.118  -0.4539
O: 24.847 -8.448 18.479  -0.0709
C: 24.059 -7.311 18.876  -0.0669
C: 24.855 -6.058 18.634  -1.4424
C: 23.325 -10.475 18.818  0.1233
H: 23.885 -7.349 19.957  0.0337
H: 23.091 -7.329 18.378  0.6267
H: 25.776 -6.091 19.213  0.2379
H: 24.251 -5.182 18.876  0.4159
H: 25.131 -5.914 17.587  0.3289
H: 22.510 -9.902 19.247  0.4301
H: 24.027 -10.852 19.559  -0.4325
H: 22.900 -11.345 18.316  -0.1915
O: 25.544 -14.677 16.371  -0.5642
S: 24.483 -14.998 17.275  0.9996
O: 24.748 -15.205 18.657  -0.4123
O: 23.375 -13.900 17.158  -0.0402
C: 22.987 -13.471 15.823  -0.3488
C: 21.542 -13.049 15.882  -1.1674
C: 23.681 -16.466 16.694  -1.3690
H: 23.125 -14.267 15.091  0.5242
H: 23.621 -12.628 15.553  0.2124
H: 20.899 -13.862 16.226  0.2923
H: 21.192 -12.745 14.896  0.4022
H: 21.394 -12.224 16.578  0.2251
H: 23.839 -16.631 15.635  0.4081
H: 22.636 -16.441 16.998  0.3456
H: 24.151 -17.280 17.247  0.4997
O: 27.845 -9.741 20.051  -0.3016
S: 27.244 -9.088 21.152  1.1668
O: 27.052 -7.673 21.138  -0.7434
O: 25.856 -9.809 21.381  0.0699
C: 25.126 -9.421 22.576  -0.2072
C: 23.733 -9.991 22.488  -0.6136
C: 28.171 -9.463 22.604  -0.4082
H: 25.071 -8.333 22.606  0.5111
H: 25.662 -9.840 23.427  -0.4471
H: 23.720 -11.058 22.710  0.0706
H: 23.286 -9.787 21.515  -0.1535
H: 23.075 -9.483 23.197  0.5744
H: 28.130 -10.537 22.784  -0.2377
H: 27.808 -8.910 23.466  0.5399
H: 29.193 -9.156 22.375  0.1683
O: 33.480 -16.909 23.749  -0.6747
S: 32.424 -15.974 23.593  1.1704
O: 32.439 -14.718 24.264  -0.4709
O: 32.192 -15.682 22.053  -0.2019
C: 32.598 -16.773 21.158  -0.7166
C: 31.703 -16.795 19.953  -0.3455
C: 30.871 -16.759 23.919  -0.2090
H: 32.526 -17.726 21.675  0.6097
H: 33.609 -16.510 20.855  0.1862
H: 30.683 -17.048 20.226  -0.4201
H: 32.076 -17.582 19.293  0.5265
H: 31.714 -15.880 19.360  0.2589
H: 30.101 -15.998 23.813  -0.1987
H: 30.885 -17.082 24.959  0.5306
H: 30.738 -17.560 23.196  -0.0345
O: 21.133 -12.347 20.065  -0.7422
S: 21.898 -13.206 20.910  0.8561
O: 23.283 -12.933 21.076  0.3220
O: 21.161 -13.314 22.299  -0.2411
C: 20.063 -12.417 22.576  -0.4033
C: 20.503 -11.015 22.897  -0.7676
C: 21.615 -14.870 20.408  -0.7917
H: 19.593 -12.860 23.452  0.3749
H: 19.331 -12.424 21.769  0.3011
H: 19.637 -10.407 23.156  0.5023
H: 21.042 -10.542 22.075  0.0818
H: 21.201 -10.998 23.738  0.2059
H: 22.112 -15.019 19.451  -0.0542
H: 20.543 -14.913 20.230  0.4433
H: 21.964 -15.542 21.185  0.2098
O: 30.657 -19.556 21.244  -0.6143
S: 29.430 -19.705 20.531  1.3010
O: 29.453 -19.743 19.110  -0.6859
O: 28.730 -21.055 20.972  -0.2972
C: 28.892 -21.499 22.337  -0.0941
C: 28.721 -23.002 22.382  -1.2422
C: 28.249 -18.504 21.070  -0.7056
H: 28.142 -21.011 22.965  0.2730
H: 29.866 -21.234 22.741  0.3037
H: 29.397 -23.388 23.154  0.3549
H: 29.071 -23.463 21.461  0.3282
H: 27.740 -23.334 22.711  0.3051
H: 28.645 -17.529 20.809  -0.0037
H: 28.180 -18.579 22.152  0.3477
H: 27.344 -18.715 20.509  0.4917

Stability summary: most stable run 2, least stable run 1.

Run 1
# C4H8NO2

A single C4H8NO2 molecule (ωB97M-V/def2-TZVPD, the OMol25 dataset).

Charge: 0
Frontier orbital gap (alpha / beta), hartree: 0.3800 / 0.2799
2S+1: 2
HOMO level (alpha / beta), Ha: -0.3510 / -0.3567

Last column: Mulliken spin population.
Geometry (Å):
O: 1.594 1.030 -2.179  0.0045
C: 1.545 0.203 -1.324  0.0185
C: 0.114 -0.106 -0.660  0.0040
C: -0.446 0.872 0.301  0.2567
C: -1.673 0.069 1.310  -0.0375
O: -1.125 -0.292 2.442  0.7194
N: 0.351 -1.540 -0.073  0.0070
H: 2.416 -0.480 -1.111  0.0021
H: -0.504 -0.191 -1.553  0.0037
H: -0.841 1.805 -0.150  0.0028
H: 0.110 1.176 1.121  -0.0142
H: -2.502 0.873 1.285  0.0235
H: -1.946 -0.715 0.683  0.0113
H: -0.347 -2.220 -0.517  -0.0004
H: 0.167 -1.587 0.883  -0.0013

Run 2
# C4H8NO2

A single C4H8NO2 molecule (ωB97M-V/def2-TZVPD, the OMol25 dataset).

Charge: 0
Frontier orbital gap (alpha / beta), hartree: 0.3974 / 0.2454
2S+1: 2
HOMO level (alpha / beta), Ha: -0.3690 / -0.3686

Last column: Mulliken spin population.
Geometry (Å):
C: -0.162 -1.049 -1.569  0.0038
C: -0.395 -0.012 -0.430  -0.0041
C: 0.936 0.453 0.187  0.1108
C: 0.794 1.284 1.520  -0.0100
O: -0.218 2.055 1.440  0.8502
O: 1.586 1.131 2.417  0.0371
N: -1.441 -0.576 0.484  0.0033
H: -0.291 -2.075 -1.223  -0.0009
H: 0.909 -1.055 -1.792  -0.0005
H: -0.819 -0.768 -2.380  0.0005
H: -0.917 0.844 -0.853  0.0004
H: 1.421 -0.430 0.617  0.0129
H: 1.519 0.937 -0.591  -0.0034
H: -1.008 -0.975 1.312  -0.0003
H: -1.913 0.237 0.861  0.0002

Stability summary: most stable run 2, least stable run 1.